Formula: C6H14N2O2
Source: the OMol25 dataset
Level of theory: ωB97M-V/def2-TZVPD

```
24
Properties=species:S:1:pos:R:3:forces:R:3:lowdin_charge:R:1
C 2.4737 0.7302 -2.2589 -0.213 -1.297 -0.431 0.00
C 1.7597 1.4413 1.4072 1.092 0.085 -0.474 -0.06
C 1.9620 0.5067 -0.8639 -0.088 0.467 0.088 -0.56
O 1.5166 -0.5650 -0.4958 -0.273 -0.172 0.045 0.04
N 2.0738 1.5632 -0.0173 0.071 0.012 0.390 0.00
H 1.9325 0.0982 -2.9718 -0.159 0.056 0.359 0.09
H 2.5354 2.4046 -0.3104 -0.027 -0.047 -0.255 0.13
H 2.1431 0.4874 1.7639 -0.683 -0.321 -0.046 0.09
H 2.4177 1.7282 -2.6408 0.297 0.708 0.108 0.07
H 3.4749 0.3045 -2.2655 0.336 0.402 -0.123 0.09
H 2.3905 2.1468 1.9557 -0.495 0.346 -0.128 0.09
H 0.6978 1.6098 1.5556 0.025 -0.185 0.450 0.07
C -1.7623 -2.3850 -0.8274 0.391 -0.160 0.414 -0.08
C -2.4570 0.3957 1.6131 0.035 -0.255 -0.219 0.00
C -2.5690 -0.9895 0.9974 0.554 0.240 -0.157 -0.56
O -3.3834 -1.8278 1.3269 -0.337 0.055 0.021 0.05
N -1.6619 -1.2076 0.0035 -0.662 0.035 0.277 0.00
H -0.9027 -0.5629 -0.1344 0.055 -0.080 -0.074 0.10
H -2.0341 -3.2534 -0.2265 0.369 0.007 0.148 0.08
H -3.0496 0.4791 2.5142 -0.118 -0.069 0.077 0.08
H -2.5672 -2.3156 -1.5466 -0.064 0.295 -0.479 0.08
H -0.7851 -2.5029 -1.2934 -0.218 -0.304 -0.201 0.08
H -1.4118 0.5881 1.8425 0.094 0.164 0.069 0.05
H -2.7937 1.1260 0.8728 0.018 0.017 0.140 0.09
```
Positions in Å, forces in eV/Å.

The total charge is 0. Its energy is -13525.0372 eV. The SMILES is CNC(C)=O.CNC(C)=O. The energy relative to the best compared isomer or geometry (same formula, charge and spin) comes out at 0.587 eV. The HOMO energy is -9.14 eV.

Formula: C6H14N2O2
Source: the OMol25 dataset
Level of theory: ωB97M-V/def2-TZVPD

```
24
Properties=species:S:1:pos:R:3:forces:R:3:lowdin_charge:R:1
C -2.2681 1.5218 1.2210 -0.715 -0.676 -0.233 0.01
C -0.3070 2.1436 -1.9432 -0.166 -0.724 0.723 -0.04
C -1.5937 1.1505 -0.0773 -0.011 -0.261 0.048 -0.53
O -1.2010 0.0071 -0.2616 0.145 0.149 -0.033 0.02
N -1.4209 2.1322 -0.9932 0.325 0.381 0.174 0.02
H -2.8249 2.4570 1.1957 0.404 0.204 0.168 0.08
H -1.7726 3.0397 -0.7404 0.003 -0.007 0.084 0.12
H 0.2885 1.2412 -1.8175 -0.033 -0.007 0.270 0.07
H -2.9980 0.7411 1.4461 0.038 -0.022 -0.081 0.09
H -1.5238 1.4348 2.0110 0.031 0.477 0.028 0.09
H -0.6693 2.0973 -2.9451 -0.166 0.409 -0.809 0.07
H 0.3175 3.0035 -1.7264 0.056 0.155 -0.331 0.09
C 1.2877 -1.6642 2.2872 -0.747 0.149 -0.456 -0.06
C 1.2885 -1.8599 -1.5167 0.256 0.065 -0.135 0.00
C 1.8002 -1.8629 -0.1013 0.652 -0.077 0.211 -0.56
O 2.9826 -2.0967 0.1314 -0.233 -0.083 -0.067 0.01
N 0.9057 -1.6429 0.8829 -0.520 0.416 0.362 0.01
H 0.0152 -1.2114 0.6595 0.152 -0.249 -0.249 0.09
H 2.3591 -1.6432 2.3382 0.443 -0.259 0.236 0.07
H 0.4171 -1.2323 -1.6815 -0.108 -0.070 0.088 0.05
H 0.8815 -0.8013 2.8105 0.030 0.272 -0.091 0.07
H 0.8333 -2.5278 2.7640 0.367 -0.315 0.186 0.08
H 2.1223 -1.5398 -2.1340 -0.006 0.139 -0.140 0.08
H 1.0799 -2.8872 -1.8095 -0.196 -0.066 0.045 0.09
```
Positions in Å, forces in eV/Å.

The total charge is 0. Its energy is -13525.1090 eV. The SMILES is CNC(C)=O.CNC(C)=O. The energy relative to the best compared isomer or geometry (same formula, charge and spin) comes out at 0.515 eV. The HOMO energy is -8.98 eV.

Formula: C6H14N2O2
Source: the OMol25 dataset
Level of theory: ωB97M-V/def2-TZVPD

```
24
Properties=species:S:1:pos:R:3:forces:R:3:lowdin_charge:R:1
C -0.8527 -2.2050 1.2820 -4.055 0.666 -1.250 -0.02
C -0.8402 -2.9236 -0.3533 1.226 0.163 2.302 -0.50
C 0.6310 -1.9829 -2.3002 -0.192 -0.891 4.259 -0.01
C 0.9906 0.5650 0.9563 -2.857 -3.729 -0.377 -0.03
C 0.3169 1.6067 0.1790 0.087 1.638 -1.872 -0.50
C -0.4177 3.8425 0.2995 0.087 3.006 -3.553 -0.15
H -2.0132 -2.2817 1.8746 3.750 -0.151 -1.719 0.13
H -0.6669 -1.0447 1.1355 -0.634 -3.169 0.378 0.00
H -0.0365 -2.6864 1.8238 -0.330 0.056 0.080 0.04
H -0.8133 -0.9329 -0.8988 0.722 -1.309 -0.236 0.09
H 0.7031 -3.1232 -2.3667 0.493 1.758 -0.184 0.07
H 0.1974 -1.5660 -3.2012 0.530 0.340 0.008 0.05
H 1.6941 -1.4228 -1.7656 -3.396 -1.720 -2.126 0.15
H 1.9160 0.7342 1.4586 0.306 0.527 0.487 0.07
H 1.0260 -0.4504 0.3613 0.306 2.235 0.938 0.09
H 0.0481 0.3511 1.6410 2.478 0.374 -0.306 0.12
H 1.0498 3.1645 1.5756 -1.081 -1.500 -1.943 0.18
H -0.9426 3.2602 -0.4746 -0.932 0.957 0.342 0.07
H -1.0162 4.1883 1.1608 0.063 0.587 -0.951 0.09
H 0.2260 4.6329 -0.4101 -2.107 -1.065 2.237 0.15
N -0.5169 -1.9029 -1.1496 1.662 2.531 -2.765 -0.04
N 0.4658 2.8971 0.7167 2.613 -2.997 2.169 -0.07
O -0.7683 -4.0980 -0.6890 -0.336 1.209 1.156 0.02
O -0.3806 1.3781 -0.8555 1.600 0.484 2.927 -0.01
```
Positions in Å, forces in eV/Å.

The total charge is 0. Its energy is -13520.4411 eV. The SMILES is CNC(C)=O.CNC(C)=O. The energy relative to the best compared isomer or geometry (same formula, charge and spin) comes out at 5.183 eV. The HOMO energy is -9.15 eV.

Formula: C6H14N2O2
Source: the OMol25 dataset
Level of theory: ωB97M-V/def2-TZVPD

```
24
Properties=species:S:1:pos:R:3:forces:R:3:lowdin_charge:R:1
C 1.5093 -0.1461 1.1659 4.240 1.416 -1.971 -0.34
O 2.2082 0.8621 1.3574 -1.857 -1.684 0.138 0.01
N 1.4880 -0.7782 -0.0797 -0.197 -1.053 0.394 -0.17
C 0.6787 -1.9901 -0.1432 1.260 -1.111 -1.242 -0.10
C 2.1635 -0.4548 -1.3847 0.271 0.204 1.257 -0.01
H 0.9560 -0.7086 1.9338 1.095 0.088 -0.033 0.12
H 1.1780 -2.7403 -0.7564 0.142 -0.086 0.157 0.10
H -0.2757 -1.7138 -0.5914 0.790 -2.366 -1.393 0.07
H 0.4276 -2.4343 0.8200 0.211 0.205 0.078 0.11
H 1.6634 0.2762 -2.0200 -0.381 0.110 0.342 0.08
H 3.1783 -0.0955 -1.2137 -0.098 0.092 0.221 0.09
H 2.2490 -1.3728 -1.9662 -0.125 -0.033 0.243 0.08
C -2.8943 1.1441 -0.2779 -0.634 -1.987 1.279 -0.35
O -3.8030 0.3307 -0.3107 0.154 0.067 -0.213 -0.01
N -1.6575 0.8765 0.2413 1.032 3.387 -0.116 -0.12
C -0.7094 2.0544 0.0765 -0.317 -0.971 0.762 -0.03
C -1.0614 -0.3635 0.8062 -2.889 1.545 -0.920 -0.06
H -3.0995 2.1832 -0.5785 0.616 -0.025 -0.119 0.13
H 0.2292 1.6505 -0.3031 0.012 0.465 -0.183 0.06
H -0.5153 2.5980 1.0011 0.192 -0.601 0.514 0.09
H -1.1155 2.8753 -0.5144 -0.132 -0.647 -0.667 0.07
H -0.3796 -0.2118 1.6430 -1.553 0.780 -0.382 0.06
H -1.8672 -1.0196 1.1356 -0.148 -0.015 -0.121 0.12
H -0.5509 -0.8217 -0.0409 -1.684 2.221 1.974 0.00
```
Positions in Å, forces in eV/Å.

The total charge is 0. Its energy is -13520.9534 eV. The SMILES is CN(C)C=O.CN(C)C=O. The energy relative to the best compared isomer or geometry (same formula, charge and spin) comes out at 4.671 eV. The HOMO energy is -9.00 eV.

Formula: C6H14N2O2
Source: the OMol25 dataset
Level of theory: ωB97M-V/def2-TZVPD

```
24
Properties=species:S:1:pos:R:3:forces:R:3:lowdin_charge:R:1
C 0.8635 -3.0856 1.2867 -0.492 -0.571 0.244 0.00
C 0.5407 -1.5468 -2.1606 0.078 0.101 0.053 -0.06
C 0.7129 -2.0014 0.2538 0.039 -0.147 0.334 -0.54
O 0.7290 -0.8278 0.5778 0.219 0.358 -0.247 0.04
N 0.5668 -2.4321 -1.0218 -0.134 -0.088 0.230 0.01
H -0.0871 -3.2526 1.8042 -0.024 0.091 -0.195 0.09
H 0.3321 -3.3996 -1.1513 0.226 -0.063 -0.076 0.13
H 1.5224 -1.5263 -2.6374 -0.068 0.118 -0.092 0.09
H 1.1776 -4.0374 0.8624 0.033 -0.020 -0.055 0.07
H 1.5559 -2.8050 2.0681 0.273 0.283 -0.058 0.08
H -0.2004 -1.8864 -2.8729 -0.116 -0.026 -0.174 0.09
H 0.2785 -0.5444 -1.8298 0.069 -0.074 -0.015 0.05
C -0.0578 2.3274 2.1990 0.096 0.174 -0.626 -0.06
C -1.2035 2.2122 -1.4140 -0.332 -0.843 0.025 0.01
C -1.1628 2.5899 0.0502 0.128 0.059 -0.137 -0.56
O -1.9179 3.4326 0.5097 0.037 0.086 0.008 0.03
N -0.2454 1.9475 0.8055 0.076 0.334 0.297 0.01
H 0.3446 1.2225 0.4334 -0.157 -0.118 -0.124 0.08
H -1.0273 2.5539 2.6235 -0.127 -0.173 0.274 0.08
H -0.6825 2.9141 -2.0511 0.145 0.300 0.057 0.08
H 0.4580 1.5186 2.7035 -0.099 -0.064 0.194 0.08
H 0.5371 3.2422 2.2707 0.056 -0.052 0.045 0.08
H -0.7885 1.2147 -1.5848 0.094 0.160 0.045 0.05
H -2.2459 2.1695 -1.7247 -0.021 0.176 -0.009 0.08
```
Positions in Å, forces in eV/Å.

The total charge is 0. Its energy is -13525.2113 eV. The SMILES is CNC(C)=O.CNC(C)=O. The energy relative to the best compared isomer or geometry (same formula, charge and spin) comes out at 0.413 eV. The HOMO energy is -9.00 eV.

Formula: C6H14N2O2
Source: the OMol25 dataset
Level of theory: ωB97M-V/def2-TZVPD

```
24
Properties=species:S:1:pos:R:3:forces:R:3:lowdin_charge:R:1
C -2.2942 1.0851 0.3181 1.424 0.496 4.090 -0.04
C 1.2471 1.5835 1.7239 0.408 1.327 -3.329 0.00
C -0.1427 1.9256 1.3485 -1.942 -2.733 -0.764 -0.57
O -0.6668 2.9942 1.4151 -0.106 2.428 0.612 0.05
N -0.8742 0.8640 0.7967 0.212 -0.835 -0.016 0.01
H -0.3959 -0.0636 0.7962 -1.005 0.987 -0.093 0.09
H -3.0901 0.6740 1.0125 1.121 0.358 -0.481 0.10
H 1.8148 2.3171 1.1072 -0.103 -0.510 -0.283 0.11
H -2.3423 2.1631 0.3511 -0.488 0.265 -0.259 0.06
H -2.4775 0.7123 -0.6107 -0.123 -1.048 -2.724 0.03
H 1.6075 1.9373 2.6124 0.249 0.067 2.962 0.06
H 1.5258 0.6187 1.3661 0.361 -0.805 0.513 0.06
C -0.4843 -3.2783 -1.3530 -1.717 0.941 -0.168 0.00
C 1.7411 -0.0851 -1.4551 -2.267 1.464 -0.515 -0.06
C 0.2378 -2.0124 -0.8729 1.124 0.234 -1.128 -0.52
O 0.5060 -1.8578 0.2966 -0.076 0.097 0.880 0.03
N 0.6671 -1.0516 -1.7965 -0.186 -0.688 0.732 0.00
H 0.0417 -4.2261 -1.1971 -0.020 0.498 0.556 0.09
H 0.5957 -1.2509 -2.7641 -0.292 -0.404 -0.662 0.10
H 1.9689 0.5417 -2.3654 -0.383 -0.788 0.804 0.10
H -1.5384 -3.2684 -0.9124 1.592 -0.299 -0.120 0.11
H -0.6871 -3.2324 -2.4103 0.107 0.122 -0.612 0.05
H 1.2678 0.6547 -0.6999 1.556 -1.466 -0.933 0.08
H 2.6167 -0.6664 -1.2378 0.552 0.291 0.939 0.08
```
Positions in Å, forces in eV/Å.

The total charge is 0. Its energy is -13524.0319 eV. The SMILES is CNC(C)=O.CNC(C)=O. The energy relative to the best compared isomer or geometry (same formula, charge and spin) comes out at 1.592 eV. The HOMO energy is -9.11 eV.

Formula: C6H14N2O2
Source: the OMol25 dataset
Level of theory: ωB97M-V/def2-TZVPD

```
24
Properties=species:S:1:pos:R:3:forces:R:3:lowdin_charge:R:1
C -1.9618 -1.8408 -1.1395 0.305 -1.512 -0.313 -0.01
C 1.3607 -0.5922 -2.3779 3.015 0.934 1.559 -0.11
C -0.8829 -1.4034 -2.1239 0.271 -0.463 -0.685 -0.54
O -0.9442 -1.6597 -3.3185 -0.194 -0.120 0.329 0.02
N 0.2220 -0.8254 -1.5459 -1.971 -0.474 0.411 -0.02
H -2.7651 -2.4997 -1.5750 0.816 1.187 0.050 0.10
H 0.0240 -0.3215 -0.6518 1.264 -0.792 -1.246 0.08
H 1.1882 -0.9485 -3.3593 -0.532 0.263 -1.016 0.06
H -1.4316 -2.5045 -0.4339 -0.275 0.418 0.078 0.09
H -2.3433 -0.9889 -0.6165 -0.524 0.309 0.367 0.04
H 1.7227 0.4582 -2.2843 -0.729 -0.443 -0.635 0.08
H 2.3502 -1.1148 -2.0982 -1.653 0.076 0.324 0.10
C -1.5218 0.6811 1.3221 -1.297 -0.037 5.531 -0.07
C 1.9764 1.7837 2.2267 2.704 -0.300 0.722 -0.02
C 0.9064 1.1602 1.4451 -0.612 -0.484 0.353 -0.52
O 1.1821 0.5384 0.4203 -0.956 0.893 0.791 0.03
N -0.3531 1.2866 2.0018 0.419 -0.332 -0.777 0.00
H -0.4431 1.6043 2.9700 0.179 -0.125 -0.893 0.13
H -1.4820 0.9662 0.3189 -0.649 0.298 -1.499 0.05
H 1.8332 1.8035 3.3053 -0.420 0.816 -0.070 0.08
H -1.5265 -0.3983 1.5515 0.217 0.202 -0.922 0.08
H -2.4736 1.0010 2.0353 2.105 -0.246 -2.576 0.15
H 2.8876 1.1740 2.1623 -0.434 -0.738 -0.159 0.09
H 2.4756 2.6405 1.7654 -1.050 0.670 0.276 0.10
```
Positions in Å, forces in eV/Å.

The total charge is 0. Its energy is -13523.7331 eV. The SMILES is CNC(C)=O.CNC(C)=O. The energy relative to the best compared isomer or geometry (same formula, charge and spin) comes out at 1.891 eV. The HOMO energy is -8.69 eV.

Formula: C6H14N2O2
Source: the OMol25 dataset
Level of theory: ωB97M-V/def2-TZVPD

```
24
Properties=species:S:1:pos:R:3:forces:R:3:lowdin_charge:R:1
C 1.1026 2.2071 -1.5932 0.734 -0.092 0.304 0.00
C 1.7608 -1.4169 -2.2808 0.293 -0.795 0.594 -0.08
C 0.9681 0.7134 -1.4499 0.853 -0.214 -0.244 -0.53
O 0.0633 0.1740 -0.8471 -0.595 0.010 -0.274 0.04
N 1.9948 -0.0270 -1.9815 -0.649 0.387 0.094 0.00
H 1.6038 2.5196 -0.6757 -0.107 0.321 0.060 0.09
H 2.7956 0.4498 -2.3520 -0.086 -0.036 -0.263 0.13
H 1.4977 -1.9930 -1.3885 -0.092 0.297 0.018 0.08
H 1.7461 2.5053 -2.4249 -0.181 -0.102 0.025 0.08
H 0.1441 2.6964 -1.6619 -0.266 -0.005 0.032 0.08
H 0.9593 -1.5526 -2.9982 -0.137 0.061 -0.203 0.09
H 2.6615 -1.8911 -2.6514 0.203 0.170 -0.254 0.08
C -1.4200 1.4467 2.2879 0.635 1.108 -0.246 -0.08
C -1.4921 -2.1913 1.3694 -0.035 -0.437 -0.613 0.00
C -1.4117 -0.9808 2.2591 0.312 -0.095 -0.248 -0.56
O -1.2458 -1.0410 3.4644 -0.099 -0.088 0.141 0.03
N -1.4990 0.1930 1.5895 -0.466 0.624 0.322 0.00
H -1.5726 0.2491 0.5892 0.256 -0.429 -0.051 0.10
H -1.5275 1.2905 3.3502 -0.208 -0.086 0.180 0.07
H -2.5234 -2.4355 1.1107 -0.103 0.094 0.171 0.08
H -0.4574 1.9656 2.1363 0.089 -0.489 0.065 0.08
H -2.1219 2.2070 1.9245 -0.398 -0.523 0.094 0.08
H -0.9849 -2.0080 0.4237 0.061 0.174 -0.084 0.06
H -1.0413 -3.0803 1.8004 -0.013 0.147 0.380 0.08
```
Positions in Å, forces in eV/Å.

The total charge is 0. Its energy is -13525.0401 eV. The SMILES is CNC(C)=O.CNC(C)=O. The energy relative to the best compared isomer or geometry (same formula, charge and spin) comes out at 0.584 eV. The HOMO energy is -8.95 eV.

> energy relative to the best compared isomer or geometry (same formula, charge and spin) of number 3 (C6H14N2O2)?

5.183 eV